# 1
Density functional theory data (ωB97M-V/def2-TZVPD) for a structure of composition C20H20AuN8 at a distorted geometry.

Summary:
energy above the lowest of the compared OMol25 structures with the same formula, charge and spin = 18.6 kcal per mole
total energy = -36647.647 eV
total charge = +3
HOMO energy = -16.25 eV

Structure (XYZ):
```
49
Properties=species:S:1:pos:R:3:forces:R:3:nbo_charge:R:1
Au -1.989 0.000 0.000 4.3 0.0 0.0 1.39
C -1.569 -0.040 4.547 -0.3 0.0 -0.7 0.07
C -2.098 -0.059 3.250 -0.8 0.0 0.7 0.03
N -1.299 -0.047 2.207 -1.1 0.1 -1.9 -0.39
C 0.028 -0.015 2.366 1.1 0.0 0.2 0.10
C 0.536 0.015 3.679 -0.4 0.0 -0.9 0.09
N -0.272 -0.001 4.705 0.4 0.0 1.2 -0.28
C 0.862 -0.009 1.159 0.8 0.0 1.0 0.26
C 2.256 -0.012 1.190 -0.9 0.0 -0.1 -0.22
C 2.993 0.001 0.001 0.8 0.0 0.0 0.23
C 2.256 0.014 -1.188 -0.9 0.0 0.2 -0.22
C 0.862 0.008 -1.157 0.8 0.0 -1.0 0.26
N 0.200 -0.002 0.001 -2.1 0.0 0.0 -0.48
C 0.029 0.012 -2.365 1.1 0.0 -0.2 0.10
C 0.538 -0.019 -3.678 -0.4 0.0 0.9 0.09
N -0.269 -0.003 -4.704 0.4 0.0 -1.2 -0.28
C -1.567 0.039 -4.547 -0.3 0.0 0.7 0.07
C -2.096 0.059 -3.250 -0.8 0.0 -0.7 0.03
N -1.299 0.046 -2.207 -1.0 -0.1 1.9 -0.39
C 4.479 0.001 0.001 -0.1 0.0 0.0 -0.15
C 5.205 0.003 -1.195 0.1 0.0 -0.2 -0.18
C 6.597 0.002 -1.150 -1.4 0.0 -0.3 0.07
N 7.197 0.000 0.002 2.8 0.0 0.0 -0.34
C 6.597 -0.001 1.153 -1.4 0.0 0.3 0.07
C 5.205 -0.001 1.198 0.1 0.0 0.2 -0.18
H -2.193 -0.055 5.430 -0.2 0.0 0.0 0.27
H -3.162 -0.083 3.078 -0.1 0.0 0.0 0.23
H 1.590 0.056 3.911 0.2 0.0 -0.2 0.25
H 2.753 -0.027 2.143 0.0 0.0 0.1 0.26
H 2.753 0.029 -2.141 0.1 0.0 -0.1 0.26
H 1.592 -0.063 -3.908 0.2 0.0 0.2 0.25
H -2.190 0.055 -5.431 -0.2 0.0 0.0 0.27
H -3.161 0.083 -3.079 -0.1 0.0 0.0 0.23
H 4.745 0.006 -2.167 -0.2 0.0 -0.2 0.21
H 7.207 0.003 -2.045 -0.1 0.0 0.0 0.23
H 7.206 -0.003 2.048 -0.1 0.0 0.0 0.23
H 4.745 -0.001 2.170 -0.2 0.0 0.2 0.21
N -3.851 -1.418 0.038 0.1 0.0 0.0 -0.86
C -5.062 -0.679 -0.348 -0.3 0.3 0.1 -0.25
C -5.062 0.681 0.343 -0.3 -0.3 -0.1 -0.25
N -3.849 1.419 -0.039 0.1 0.0 0.0 -0.86
H -3.741 -2.242 -0.549 0.1 0.0 0.0 0.43
H -3.955 -1.756 0.991 0.0 -0.2 0.0 0.41
H -5.970 -1.222 -0.072 0.1 0.0 -0.1 0.26
H -5.060 -0.550 -1.433 0.0 -0.1 0.0 0.21
H -5.064 0.552 1.428 0.0 0.1 0.0 0.21
H -5.968 1.225 0.063 0.1 0.0 0.1 0.26
H -3.738 2.241 0.549 0.1 0.0 0.0 0.43
H -3.949 1.758 -0.992 0.0 0.2 0.0 0.41
```
Positions in Å, forces in eV/Å.

***

# 2
Density functional theory data (ωB97M-V/def2-TZVPD) for a cluster of 2 separate species, C3H7O2S in total.

Summary:
energy above the lowest of the compared OMol25 structures with the same formula, charge and spin = 17.4 kcal per mole
total energy = -18155.860 eV
total charge = -1
HOMO energy = -3.91 eV

Structure (XYZ):
```
13
Properties=species:S:1:pos:R:3:forces:R:3:nbo_charge:R:1
O -1.375 1.213 -1.109 -0.3 0.1 -0.1 -0.80
C -2.488 0.823 -0.683 0.0 0.1 0.0 0.63
O -2.753 -0.035 0.182 0.0 0.0 -0.1 -0.79
H -3.382 1.331 -1.154 0.0 0.0 0.0 -0.02
C 0.408 -1.019 -0.156 0.1 0.2 0.0 -0.66
C 1.647 -0.472 0.536 0.0 0.1 0.4 -0.49
S 1.324 1.069 1.481 0.1 0.1 0.1 -0.07
H -0.090 -0.230 -0.742 0.1 -0.3 0.2 0.29
H -0.310 -1.347 0.595 -0.1 0.1 -0.1 0.22
H 0.663 -1.878 -0.787 0.1 0.0 0.0 0.18
H 2.010 -1.134 1.326 0.0 -0.2 -0.2 0.19
H 2.486 -0.286 -0.133 -0.1 0.0 -0.1 0.20
H 1.861 1.964 0.645 -0.1 -0.1 -0.1 0.11
```
Positions in Å, forces in eV/Å.

***

# 3
Density functional theory data (ωB97M-V/def2-TZVPD) for a cluster of 11 separate species, C41H78O21S6 in total at a distorted geometry.

Summary:
energy above the lowest of the compared OMol25 structures with the same formula, charge and spin = 51.7 kcal per mole
total energy = -151782.979 eV
SMILES = C[C@H]1COC(=O)O1.C[C@H]1COC(=O)O1.O=S1(=O)CCCC1.O=S1(=O)CCCC1.O=S1(=O)CCCC1.O=S1(=O)CCCC1.O=S1(=O)CCCC1.O=S1(=O)CCCC1.CC(C)=O.CC(C)=O.CC(C)=O
HOMO energy = -9.13 eV

Structure (XYZ):
```
146
Properties=species:S:1:pos:R:3:forces:R:3:mulliken_charge:R:1
C 5.500 1.788 0.225 -0.4 0.1 1.4 -1.61
C 4.885 0.726 -0.681 0.6 1.8 1.8 0.63
C 3.465 1.117 -1.116 -0.2 -2.1 -1.0 -0.41
O 3.521 0.733 -2.509 1.4 1.2 -0.3 0.37
C 4.861 0.823 -2.879 -0.9 -1.0 -5.5 0.35
O 5.231 0.859 -4.058 -1.2 0.2 3.1 -0.60
O 5.667 0.689 -1.882 0.2 0.2 1.6 -0.35
H 6.468 1.498 0.634 0.2 0.2 -0.6 0.39
H 4.923 1.928 1.139 -0.5 -0.7 0.2 0.39
H 5.463 2.826 -0.103 0.5 -0.2 -1.0 0.39
H 4.978 -0.234 -0.174 -0.4 -0.1 -0.3 0.28
H 3.140 2.154 -1.028 0.5 0.2 0.1 -0.07
H 2.693 0.457 -0.722 0.1 0.2 0.5 0.39
C -5.646 -1.313 -0.478 0.5 0.7 0.8 -1.28
C -5.322 -2.738 -0.002 -1.7 2.6 -1.9 0.44
C -5.832 -3.706 -1.084 1.0 -0.4 3.1 -0.53
O -4.774 -4.653 -0.904 -0.2 -2.4 -2.6 -0.38
C -3.673 -4.190 -0.349 1.5 -1.5 3.4 0.78
O -2.711 -4.855 0.030 -2.0 1.7 -1.9 -0.60
O -3.940 -2.950 0.108 0.7 0.6 -0.2 -0.26
H -6.695 -1.046 -0.347 -0.1 -0.3 0.3 0.49
H -5.440 -1.053 -1.516 0.4 -0.7 -0.2 0.33
H -5.039 -0.604 0.087 -0.1 0.1 0.2 0.06
H -5.807 -2.924 0.957 0.2 -0.1 0.1 0.28
H -5.983 -3.303 -2.086 0.3 -0.3 0.1 0.33
H -6.684 -4.179 -0.596 -0.4 -0.1 -1.0 0.36
O -3.018 1.040 -0.918 -1.0 2.3 0.1 -0.32
S -3.360 2.469 -0.712 1.2 -0.3 0.6 0.86
O -3.160 3.458 -1.760 -0.7 -0.9 -0.1 -0.62
C -4.982 2.710 0.082 -0.3 -1.7 0.3 -0.66
C -4.813 3.839 1.077 1.0 -0.2 -0.5 -0.76
C -3.385 3.642 1.742 -0.8 -0.1 0.0 -0.76
C -2.393 3.147 0.683 -0.3 -0.3 -0.3 -0.15
H -5.208 1.800 0.637 0.4 -0.4 0.0 0.13
H -5.778 2.733 -0.662 0.2 0.7 -0.2 0.60
H -4.892 4.708 0.423 0.3 0.7 0.7 0.28
H -5.579 3.831 1.852 -0.1 0.1 -0.3 0.43
H -3.421 2.911 2.550 -0.5 -0.5 -0.2 0.30
H -3.105 4.512 2.335 0.4 0.4 -0.7 0.31
H -1.787 2.290 0.975 0.2 0.3 0.4 0.53
H -1.783 3.932 0.235 -0.1 -0.2 0.1 -0.09
O 2.462 -4.692 -7.494 0.4 0.3 0.1 -0.65
S 3.232 -3.725 -6.746 0.1 0.3 1.8 1.06
O 4.531 -3.297 -7.228 -0.7 -0.1 0.2 -0.64
C 2.210 -2.284 -6.317 -0.4 -0.2 0.6 -0.85
C 2.655 -1.737 -4.913 0.9 -0.2 -2.1 0.43
C 3.054 -2.960 -4.033 -0.1 0.3 -0.5 -0.39
C 3.331 -4.216 -4.963 -1.5 -0.3 1.3 -0.96
H 1.176 -2.617 -6.216 0.0 -0.5 -0.2 0.28
H 2.240 -1.611 -7.174 0.3 0.2 0.2 0.53
H 3.475 -1.064 -5.163 0.3 0.0 0.6 0.15
H 1.850 -1.127 -4.503 0.0 -0.3 0.2 -0.37
H 2.220 -3.002 -3.332 -0.3 -1.1 -0.3 0.14
H 3.860 -2.766 -3.325 0.5 0.2 -0.6 0.30
H 2.531 -4.940 -4.808 -1.1 0.5 -0.6 0.41
H 4.020 -4.965 -4.572 1.5 0.9 -0.7 0.53
O 2.409 1.782 4.290 -1.7 -2.9 2.6 -0.69
S 1.665 0.952 5.333 1.0 1.2 0.8 1.04
O 1.697 -0.529 5.501 -0.2 2.4 -1.5 -0.46
C 2.037 1.501 7.074 0.8 0.9 -1.3 -0.88
C 0.719 1.597 7.882 1.3 -1.0 0.5 -0.63
C -0.450 1.660 6.913 -0.8 -1.0 -0.4 -0.43
C 0.001 1.705 5.475 0.3 0.4 -1.0 -0.79
H 2.502 2.468 6.884 -0.3 0.4 0.2 0.37
H 2.894 0.896 7.368 -0.6 -0.4 0.5 0.50
H 0.597 0.717 8.513 0.1 -0.3 -0.3 0.30
H 0.773 2.356 8.663 0.0 0.6 -0.6 0.36
H -1.170 2.455 7.104 0.1 0.0 0.1 0.40
H -0.986 0.712 6.953 -0.3 0.1 0.6 0.09
H 0.148 2.743 5.177 0.3 -0.1 -0.4 0.35
H -0.687 1.235 4.772 0.0 0.0 0.1 0.50
O -1.462 1.393 -5.837 1.0 0.8 0.1 -0.59
S -0.541 2.517 -6.001 -0.2 0.5 -0.8 1.18
O -0.184 2.963 -7.354 -0.4 -0.6 1.3 -0.72
C -1.168 4.005 -5.042 1.8 -1.2 -1.4 -0.92
C -0.292 3.898 -3.790 -1.0 0.6 0.2 -0.21
C 1.178 3.426 -4.021 -2.2 -0.7 -0.2 0.14
C 1.046 2.282 -5.085 0.9 0.9 0.3 0.17
H -2.252 3.899 -4.995 0.2 -0.1 0.5 0.43
H -0.898 4.826 -5.706 -0.1 0.1 0.1 0.37
H -0.339 4.839 -3.242 0.0 -0.1 0.2 0.52
H -0.815 3.133 -3.215 0.2 0.0 0.5 -0.24
H 1.402 3.007 -3.040 0.7 0.0 -0.2 -0.47
H 1.858 4.241 -4.270 -0.1 -0.2 -0.2 0.49
H 1.185 1.302 -4.628 -0.6 0.0 -0.1 -0.65
H 1.851 2.400 -5.810 -0.3 -0.2 -0.3 0.55
O 1.462 -4.808 5.353 -1.3 1.2 1.4 -0.56
S 0.613 -4.210 6.403 -0.1 -0.4 2.3 0.95
O 1.187 -4.007 7.776 -1.1 -0.4 -2.9 -0.68
C -0.289 -2.632 5.933 -0.8 -0.8 -0.7 -0.02
C -1.826 -2.985 5.708 1.5 -0.3 0.4 -0.64
C -2.136 -4.275 6.526 -2.3 2.1 0.0 -0.64
C -0.998 -5.187 6.554 1.5 -1.4 -1.5 -0.79
H 0.175 -2.283 5.011 0.0 0.1 0.2 0.12
H -0.113 -1.934 6.752 0.1 -0.2 -0.1 0.18
H -2.513 -2.214 6.058 0.4 0.3 0.1 0.31
H -2.055 -3.096 4.648 0.4 -0.2 0.0 0.25
H -3.007 -4.711 6.037 0.1 -0.5 -0.1 0.35
H -2.585 -3.898 7.444 0.7 -0.4 0.6 0.32
H -1.084 -5.716 5.605 0.6 0.2 -0.6 0.36
H -0.987 -6.081 7.177 0.3 0.7 1.0 0.47
O -0.075 4.856 1.892 -0.5 0.5 -0.7 -0.66
S 0.605 5.417 0.737 1.2 -1.4 -1.3 1.14
O 0.104 5.255 -0.660 0.6 0.4 2.7 -0.54
C 1.066 7.200 0.967 -0.1 -2.1 -0.1 -0.68
C 2.541 7.168 0.643 1.4 0.7 -1.1 -0.76
C 3.185 5.837 0.149 -0.7 -0.6 1.0 -0.50
C 2.404 4.736 0.878 -1.4 1.6 -0.8 -0.52
H 0.998 7.512 2.009 -0.9 -0.1 -0.3 0.31
H 0.453 7.711 0.224 0.0 0.2 0.4 0.44
H 2.630 7.929 -0.132 0.9 0.2 0.3 0.30
H 3.090 7.410 1.552 0.0 0.4 -0.2 0.30
H 4.228 5.757 0.455 0.0 0.4 0.0 0.45
H 3.173 5.650 -0.925 -0.3 0.3 0.0 0.28
H 2.443 4.776 1.966 0.6 -0.3 0.0 0.43
H 2.595 3.759 0.433 -0.7 -0.1 0.3 0.05
C -2.783 -4.946 -6.164 1.7 0.1 -0.6 -1.17
C -2.344 -3.998 -5.072 1.7 0.5 2.4 0.58
C -3.419 -3.356 -4.132 1.3 0.6 -1.5 -0.47
O -1.139 -3.755 -4.845 -3.1 -0.7 -1.0 -0.53
H -1.881 -4.970 -6.775 -0.1 0.0 -0.5 0.33
H -3.621 -4.697 -6.815 -0.2 0.2 0.5 0.39
H -2.820 -5.979 -5.816 -0.5 0.1 0.4 0.31
H -3.313 -3.539 -3.062 -0.2 -0.8 -0.2 -0.06
H -4.393 -3.464 -4.609 -0.2 -0.1 0.7 0.31
H -3.119 -2.309 -4.175 -0.3 0.4 -0.2 0.27
C 3.416 -2.943 3.213 -0.6 -0.5 -0.7 -1.00
C 2.134 -3.218 2.448 -2.8 3.0 0.9 0.96
C 1.754 -4.638 2.168 -0.4 -0.1 -0.4 -1.13
O 1.387 -2.253 2.117 2.0 -2.7 0.6 -0.51
H 4.085 -2.837 2.359 0.8 0.1 0.3 0.41
H 3.670 -3.801 3.835 0.2 0.0 -0.2 0.30
H 3.372 -2.040 3.823 -0.1 0.0 -0.3 0.08
H 0.725 -4.720 1.818 0.1 0.4 -0.3 0.23
H 1.798 -5.321 3.016 0.6 0.3 0.1 0.32
H 2.432 -4.943 1.371 0.0 -0.5 0.0 0.37
C -0.921 -1.373 -0.349 -0.3 -0.6 -1.0 -0.79
C 0.091 -0.969 -1.435 3.2 0.1 1.6 0.34
C 0.037 0.484 -1.977 -0.6 -0.6 -0.2 0.88
O 1.122 -1.651 -1.651 -3.0 1.4 0.1 -0.63
H -0.607 -2.253 0.212 0.4 0.3 0.0 0.36
H -1.854 -1.683 -0.820 -0.1 0.1 -0.3 0.10
H -1.255 -0.575 0.313 0.5 0.2 -0.1 0.10
H 1.011 0.954 -2.113 0.2 -0.6 0.0 -0.56
H -0.572 1.160 -1.377 -0.1 -0.3 0.1 -0.36
H -0.429 0.449 -2.961 -0.2 0.0 -0.2 0.29
```
Positions in Å, forces in eV/Å.

***

> HOMO energy of number 2 (C3H7O2S)?

-3.91 eV

***

> energy above the lowest of the compared OMol25 structures with the same formula, charge and spin of number 3 (C41H78O21S6)?

51.7 kcal per mole

***

> What is the total energy in the third record?

-151782.979 eV